No. 1
Computed, not measured: a cluster of 2 separate species, C4H12N3 in total, with ωB97M-V/def2-TZVPD.

XYZ file:
```
19
Properties=species:S:1:pos:R:3
C -3.4648 -0.8169 1.3250
C -2.0126 -1.1025 -0.4407
N -2.0968 -0.8097 0.7881
H -3.5256 -1.5169 2.1561
H -4.2034 -1.0440 0.5564
H -3.6557 0.1746 1.7372
H -1.0473 -1.0724 -0.9428
H -2.8769 -1.3947 -1.0405
C 1.4415 0.7167 0.1231
C 2.3659 1.0410 -0.7947
N 3.6400 0.2961 -0.7678
N 0.1833 1.1982 0.2328
H 1.6696 -0.0326 0.8789
H 2.2714 1.7497 -1.5992
H 4.3831 0.7647 -0.2342
H 3.5399 -0.6249 -0.3352
H 4.0438 0.1370 -1.6937
H -0.1332 1.7890 -0.5222
H -0.5222 0.5476 0.5737
```

Total charge ... +1
Relative energy (zero: lowest compared OMol25 entry of this formula, charge and spin) ... 62.4 kcal/mol
HOMO level ... -12.95 eV
LUMO energy ... -3.511 eV

Atomic partial charges in e from the Löwdin method, atoms 1 to 6: atom 1 (C): -0.12, atom 2 (C): -0.07, atom 3 (N): -0.10, atom 4 (H): 0.08, atom 5 (H): 0.07, atom 6 (H): 0.08

***

No. 2
Computed, not measured: the molecule C2H4N2O, with ωB97M-V/def2-TZVPD.

XYZ file:
```
9
Properties=species:S:1:pos:R:3
C -1.3446 -0.1275 0.2980
C 1.0660 0.5399 -0.1493
N -1.6343 -1.5896 0.0536
N -0.1007 -0.3196 -0.0482
O -0.2848 -1.6634 -0.2603
H -1.7298 0.8294 0.7028
H 1.9667 0.0243 -0.0812
H 0.9919 1.0178 -1.1276
H 1.0696 1.2886 0.6122
```

Relative energy (zero: lowest compared OMol25 entry of this formula, charge and spin) ... 95.6 kcal/mol
HOMO level (spin up / spin down) ... -5.15 / -9.77 eV
2S+1 ... 3
LUMO energy (spin up / spin down) ... 0.908 / -1.027 eV

Atomic partial charges in e from the Löwdin method, atoms 1 to 6: atom 1 (C): -0.17, atom 2 (C): 0.00, atom 3 (N): 0.13, atom 4 (N): -0.22, atom 5 (O): -0.06, atom 6 (H): 0.09

***

No. 3
Computed, not measured: a cluster of 2 separate species, C3H3N2O in total, with ωB97M-V/def2-TZVPD.

XYZ file:
```
9
Properties=species:S:1:pos:R:3
C -1.1190 4.1991 -0.9606
C -0.5114 -0.0526 0.3385
C 0.6496 -2.2102 0.5530
N 0.0209 3.8600 -0.8967
N -0.0404 -1.1383 0.4496
O -2.2335 4.4400 -1.1799
H 1.6819 -2.0457 0.1770
H 0.2035 -3.2134 0.5599
H 0.8375 4.4472 -0.7505
```

Total charge ... +1
Relative energy (zero: lowest compared OMol25 entry of this formula, charge and spin) ... 96.0 kcal/mol
HOMO level ... -13.43 eV
LUMO energy ... -9.566 eV

Atomic partial charges in e from the Löwdin method, atoms 1 to 6: atom 1 (C): -0.43, atom 2 (C): 0.34, atom 3 (C): 0.30, atom 4 (N): 0.16, atom 5 (N): 0.04, atom 6 (O): 0.17

***

No. 4
Computed, not measured: a cluster of 10 separate species, C28H42Br16N2O4 in total, with ωB97M-V/def2-TZVPD.

XYZ file:
```
92
Properties=species:S:1:pos:R:3
O -21.0578 -23.5000 -1.4315
N -20.9151 -22.4793 -0.7718
O -21.0315 -22.4407 0.4433
C -20.5864 -21.2397 -1.4710
C -20.6269 -20.0300 -0.8068
C -20.2159 -18.8998 -1.4906
C -19.8091 -18.9203 -2.8220
C -19.9156 -20.1434 -3.4955
C -20.2416 -21.3069 -2.8219
H -20.9694 -19.9515 0.2146
H -20.1088 -17.9344 -1.0108
H -19.4609 -18.0362 -3.3333
H -19.5419 -20.2936 -4.5015
H -20.1946 -22.2458 -3.3548
O -20.4203 -28.1501 -7.8137
N -20.9566 -27.8124 -6.7814
O -21.9646 -28.3042 -6.3262
C -20.3230 -26.7064 -6.0455
C -19.0803 -26.2456 -6.4629
C -18.4705 -25.1880 -5.7989
C -19.0276 -24.6791 -4.6372
C -20.2359 -25.1776 -4.1981
C -20.8734 -26.2262 -4.8605
H -18.5716 -26.5820 -7.3552
H -17.5429 -24.8114 -6.2082
H -18.4752 -23.9115 -4.1141
H -20.6645 -24.8656 -3.2535
H -21.8129 -26.6216 -4.5022
Br -12.8844 -23.5298 -2.5846
C -12.0013 -22.3569 -1.2589
C -12.9775 -22.0411 -0.1395
Br -13.3603 -23.6066 0.9635
H -11.7349 -21.5004 -1.8741
H -11.0730 -22.8223 -0.9439
H -13.9051 -21.6387 -0.5399
H -12.5943 -21.2132 0.4550
Br -19.8103 -21.4234 5.2222
C -19.0069 -22.8991 6.2254
C -19.0988 -24.1864 5.4048
Br -18.6876 -25.7544 6.5639
H -19.5140 -23.0414 7.1794
H -17.9704 -22.7594 6.5289
H -18.3371 -24.1621 4.6317
H -20.1033 -24.3268 5.0202
Br -17.8935 -23.0317 2.0477
C -17.7589 -23.9063 0.3163
C -17.1221 -23.0030 -0.7195
Br -16.6784 -24.2155 -2.1958
H -18.7189 -24.3204 0.0213
H -17.1548 -24.7879 0.5199
H -16.1983 -22.5745 -0.3510
H -17.8386 -22.2718 -1.0790
Br -22.5540 -25.2760 3.4745
C -21.5877 -25.6425 1.7923
C -20.2033 -26.1707 2.0720
Br -19.4720 -27.0813 0.4863
H -21.5928 -24.7507 1.1685
H -22.1711 -26.3737 1.2364
H -20.2348 -26.8926 2.8880
H -19.5111 -25.4088 2.4237
Br -14.3237 -17.8157 -0.9497
C -16.0445 -17.1266 -0.4150
C -16.7122 -17.8340 0.7497
Br -17.4538 -19.6189 0.2705
H -16.7175 -17.0057 -1.2620
H -15.9358 -16.0960 -0.0642
H -17.5238 -17.2641 1.1893
H -15.9602 -18.0196 1.5122
Br -17.0415 -31.0210 3.6729
C -16.3818 -29.2477 3.1816
C -17.3207 -28.1236 3.5530
Br -16.5987 -26.4031 2.9645
H -16.1589 -29.2284 2.1170
H -15.4411 -29.1855 3.7227
H -17.4821 -28.1579 4.6272
H -18.2480 -28.2650 3.0026
Br -13.7688 -20.3980 3.0425
C -13.8332 -21.8556 4.3890
C -15.1747 -22.5707 4.4196
Br -15.1778 -23.5609 6.1637
H -13.6698 -21.4247 5.3691
H -13.0857 -22.5879 4.1055
H -15.3219 -23.2664 3.5998
H -16.0620 -21.9429 4.4535
Br -14.3872 -27.8555 0.2701
C -15.8252 -27.8001 -1.0496
C -15.2114 -27.5427 -2.4136
Br -16.5752 -27.7413 -3.8393
H -16.6319 -27.0962 -0.8532
H -16.2440 -28.7934 -0.9106
H -14.4128 -28.2285 -2.6659
H -14.8910 -26.5060 -2.4466
```

HOMO level ... -9.80 eV
LUMO energy ... -1.125 eV

Atomic partial charges in e from the Löwdin method, atoms 1 to 6: atom 1 (O): 0.06, atom 2 (N): -0.32, atom 3 (O): 0.06, atom 4 (C): -0.16, atom 5 (C): -0.05, atom 6 (C): -0.13

***

No. 5
Computed, not measured: a structure of composition C7H6S, with ωB97M-V/def2-TZVPD.

XYZ file:
```
14
Properties=species:S:1:pos:R:3
C 0.3753 0.0184 -0.0199
C -0.6921 -1.0442 0.4009
C -1.9422 -1.1883 -0.1900
C -0.0768 1.2571 -0.4628
C -0.9176 2.1277 -0.5217
C 1.7844 -0.2070 -0.7084
C 2.8363 -0.3939 -1.1983
H 0.4157 1.0845 2.3287
H -0.3160 -1.7783 1.3562
H -2.7844 -0.4937 -0.8928
H -2.3838 -2.1653 0.1859
H -1.4638 3.3057 -0.1804
H 3.8624 -0.8440 -1.6122
S 1.3025 0.3213 1.5148
```

Relative energy (zero: lowest compared OMol25 entry of this formula, charge and spin) ... 199.8 kcal/mol
HOMO level ... -9.02 eV
LUMO energy ... 0.740 eV

Atomic partial charges in e from the Löwdin method, atoms 1 to 6: atom 1 (C): -0.76, atom 2 (C): -0.20, atom 3 (C): -0.02, atom 4 (C): -0.27, atom 5 (C): 0.08, atom 6 (C): -0.25

***

No. 6
Computed, not measured: a cluster of 3 separate species, C22H40F5N4O6S in total, with ωB97M-V/def2-TZVPD.

XYZ file:
```
78
Properties=species:S:1:pos:R:3
C -1.9900 6.3477 6.0444
C -1.0075 5.6373 4.9558
C 0.5506 5.8294 5.3941
C -1.3206 6.2961 3.5230
C -1.5011 5.2527 2.3291
C -0.6599 5.4544 1.0156
N -0.7352 4.5891 -0.1311
C 0.0225 4.7741 -1.4117
C 1.5967 4.4767 -1.2920
N 1.8450 2.9897 -1.1514
C -1.6164 3.4268 -0.0829
C -2.4798 3.0934 1.1482
S -3.5127 1.5303 1.0392
O -4.7764 1.6526 1.8647
O -3.9436 1.2883 -0.3793
C -2.3696 0.1727 1.7004
F -1.9066 0.6807 2.9671
F -3.0314 -1.0450 1.9132
C -1.0357 -0.0143 0.8024
F -1.2598 0.0891 -0.5825
F -0.5168 -1.3076 1.1059
F -0.0446 0.9380 1.1905
C -2.4715 4.0153 2.4204
C -3.3805 3.7136 3.7010
O -4.5268 4.2165 3.8527
O -2.9631 2.8202 4.7405
H -1.3834 6.7807 6.9266
H -2.6276 7.1822 5.5999
H -2.7252 5.5399 6.4184
H -1.2053 4.5162 5.0252
H 0.8477 6.9380 5.4232
H 1.2174 5.2268 4.6679
H 0.6745 5.3098 6.4143
H -2.2235 6.9945 3.5008
H -0.4006 6.9472 3.2570
H 0.0537 6.3489 0.9798
H -0.3938 4.0382 -2.1992
H -0.1585 5.8228 -1.8635
H 2.0754 5.0847 -0.4488
H 2.0677 4.7670 -2.3038
H 2.0709 2.8462 -0.1469
H 0.9643 2.5126 -1.3926
H -1.6563 2.7245 -0.9790
H -3.4217 3.0860 5.5791
C 0.1859 -5.8599 -1.6038
C 0.3350 -4.6590 -0.6756
C 0.1414 -4.9998 0.8166
O -1.2151 -5.1944 1.2049
C -1.7361 -6.4788 0.9033
N -0.5891 -3.6034 -1.1105
H -0.8553 -6.1457 -1.7626
H 0.6029 -5.6314 -2.5893
H 0.7234 -6.7288 -1.2125
H 1.3587 -4.2862 -0.7934
H 0.4949 -4.1455 1.4066
H 0.7544 -5.8587 1.1153
H -0.9799 -7.2639 0.9987
H -2.1660 -6.4839 -0.1004
H -2.5442 -6.6909 1.6063
H -0.4145 -2.7682 -0.5560
H -1.5281 -3.8881 -0.8291
C 3.0568 -6.2509 -5.1993
C 4.2531 -5.3058 -5.2494
C 4.0521 -4.0078 -4.4399
O 3.2044 -3.0484 -5.0652
C 1.8177 -3.2958 -4.9049
N 4.5761 -5.0205 -6.6531
H 2.2364 -5.9282 -5.8427
H 3.3482 -7.2495 -5.5379
H 2.6743 -6.3479 -4.1785
H 5.1020 -5.8371 -4.8053
H 5.0275 -3.5165 -4.3421
H 3.7070 -4.2198 -3.4201
H 1.5865 -3.7376 -3.9306
H 1.4563 -3.9383 -5.7104
H 1.2902 -2.3428 -4.9854
H 5.4354 -4.4755 -6.6868
H 3.8671 -4.3749 -7.0024
```

Total charge ... +1
HOMO level ... -10.38 eV
LUMO energy ... -5.712 eV

Atomic partial charges in e from the Löwdin method, atoms 1 to 6: atom 1 (C): -0.07, atom 2 (C): -0.37, atom 3 (C): -0.09, atom 4 (C): -0.13, atom 5 (C): 0.00, atom 6 (C): 0.11

***

Calculated E_tot (a.u.), listed in the same order as above: -323.578885, -263.042049, -300.416480, -42686.661180, -668.180858, -2429.677228